A 4-piece molecular cluster, C24H56BNO4 overall in a non-equilibrium geometry. Source: the OMol25 dataset; level of theory: ωB97M-V with the def2-TZVPD basis set.

CARTESIAN COORDINATES (ANGSTROEM)
C: 2.2613 -0.7537 -1.0807
O: 1.5503 -0.1998 -0.0037
C: 1.6719 1.1933 0.0944
C: 0.4230 1.8950 -0.3789
O: 0.1875 1.6834 -1.7691
C: -1.0969 1.2849 -2.0848
O: -1.7586 1.9608 -2.8619
B: -1.7134 -0.1136 -1.5536
O: -0.9524 -1.2320 -1.3303
N: -3.1263 -0.1360 -1.3025
C: -3.4912 0.7249 -0.1676
C: -3.6591 -1.4758 -1.0803
H: 3.3341 -0.6089 -0.9565
H: 2.0302 -1.8104 -1.1317
H: 1.9777 -0.3035 -2.0327
H: 2.5417 1.5512 -0.4553
H: 1.8192 1.4829 1.1338
H: 0.5233 2.9662 -0.2225
H: -0.4165 1.5574 0.2285
H: -0.3363 -1.3592 -2.0547
H: -3.2472 1.7635 -0.3606
H: -4.5614 0.6756 0.0092
H: -3.0051 0.3949 0.7526
H: -3.3393 -2.1669 -1.8488
H: -3.3626 -1.8948 -0.1170
H: -4.7451 -1.4505 -1.0944
C: 5.7962 0.2786 5.2896
C: 6.7865 0.5525 4.1610
C: 6.2526 1.5179 3.1040
C: 5.0103 1.0290 2.3580
C: 5.1649 -0.3101 1.6393
C: 6.2222 -0.2909 0.5387
H: 4.8814 -0.1871 4.9205
H: 6.2296 -0.3946 6.0301
H: 5.5229 1.2048 5.7990
H: 7.0800 -0.3920 3.6950
H: 7.6992 0.9768 4.5867
H: 7.0494 1.7333 2.3869
H: 6.0152 2.4727 3.5831
H: 4.7237 1.7911 1.6252
H: 4.1720 0.9566 3.0566
H: 4.1999 -0.5760 1.1986
H: 5.3969 -1.1003 2.3580
H: 5.9841 0.4629 -0.2155
H: 6.2780 -1.2587 0.0383
H: 7.2145 -0.0701 0.9339
C: -4.1542 3.8721 -2.1742
C: -4.7804 4.3706 -0.8733
C: -6.2276 3.9187 -0.6827
C: -7.2027 4.4236 -1.7469
C: -7.2657 5.9432 -1.8915
C: -7.7406 6.6545 -0.6274
H: -4.6842 4.2557 -3.0474
H: -3.1172 4.1956 -2.2544
H: -4.1657 2.7832 -2.2243
H: -4.7161 5.4614 -0.8270
H: -4.1907 3.9988 -0.0295
H: -6.5711 4.2325 0.3073
H: -6.2584 2.8241 -0.6780
H: -8.2027 4.0492 -1.5060
H: -6.9451 3.9859 -2.7147
H: -7.9493 6.1837 -2.7096
H: -6.2890 6.3347 -2.1873
H: -8.7357 6.3100 -0.3390
H: -7.7928 7.7324 -0.7855
H: -7.0660 6.4797 0.2119
C: 3.5130 -6.3450 -1.2553
C: 2.7957 -6.0163 0.0513
C: 1.4001 -6.6303 0.1512
C: 0.4100 -6.1514 -0.9115
C: 0.1940 -4.6396 -0.9489
C: -0.3883 -4.0694 0.3404
H: 2.9733 -5.9586 -2.1210
H: 4.5116 -5.9064 -1.2700
H: 3.6204 -7.4245 -1.3781
H: 2.7394 -4.9311 0.1747
H: 3.3963 -6.3850 0.8865
H: 0.9956 -6.4268 1.1461
H: 1.4854 -7.7191 0.0793
H: -0.5521 -6.6421 -0.7355
H: 0.7406 -6.4881 -1.8980
H: -0.4866 -4.4086 -1.7738
H: 1.1363 -4.1321 -1.1799
H: -1.3540 -4.5279 0.5660
H: -0.5372 -2.9961 0.2462
H: 0.2735 -4.2362 1.1921

Calculated values
Highest occupied orbital energy ... -9.475 eV
Spin multiplicity ... 1
SMILES string ... COCCOC(=O)B(O)N(C)C.CCCCCC.CCCCCC.CCCCCC
Lowest unoccupied orbital energy ... 0.495 eV

How is the electron density shared among the atoms? According to Mulliken, the charges in e are: C -0.31; O -0.24; C -0.56; C -0.44; O -0.36; C 0.19; O -0.53; B 0.11; O 0.22; N 0.11; C -1.14; C -0.97; H 0.28; H -0.23; H 0.33; H 0.38; H 0.35; H 0.43; H 0.22; H 0.15; H 0.21; H 0.38; H 0.38; H 0.29; H 0.33; H 0.34; C -1.19; C -0.38; C -0.89; C -0.53; C 0.01; C -1.36; H 0.28; H 0.38; H 0.30; H 0.23; H 0.39; H 0.34; H 0.39; H 0.29; H 0.37; H 0.04; H 0.30; H 0.28; H 0.38; H 0.42; C -1.21; C -0.42; C -0.49; C -0.82; C -0.41; C -1.20; H 0.38; H 0.36; H 0.26; H 0.38; H 0.33; H 0.37; H 0.18; H 0.41; H 0.32; H 0.39; H 0.24; H 0.29; H 0.38; H 0.29; C -1.22; C -0.20; C -0.74; C -1.04; C 0.32; C -0.88; H 0.29; H 0.38; H 0.31; H 0.12; H 0.38; H 0.30; H 0.41; H 0.38; H 0.35; H 0.31; H -0.22; H 0.29; H 0.12; H 0.31